1 | Formula: C34H38CdGeN4O4PS
Source: the Open Molecules 2025 dataset
Level of theory: ωB97M-V/def2-TZVPD

HOMO-LUMO gap (eV): 5.07
Net charge: -1
Highest occupied orbital energy (Eh): -0.1170

Last column: Mulliken charge in e.
Element x y z (Å)
Cd 1.117 -0.126 0.774  0.446
C 6.189 6.249 -1.425  -1.390
C 4.975 5.451 -1.030  1.072
C 4.674 4.243 -1.655  -0.870
C 3.561 3.506 -1.286  -0.593
C 2.728 3.977 -0.281  -0.356
C 3.005 5.181 0.348  -0.250
C 4.126 5.908 -0.028  -0.724
S 1.330 2.992 0.218  1.567
O 0.450 3.915 0.911  -0.739
O 0.837 2.359 -0.985  -0.588
N 1.907 1.860 1.149  -0.320
C 2.191 2.228 2.540  -0.525
C 1.346 1.432 3.547  0.452
O 1.026 1.989 4.612  -0.785
O 1.022 0.253 3.207  -0.856
H 6.703 5.791 -2.270  0.334
H 6.898 6.318 -0.598  0.308
H 5.917 7.268 -1.707  0.326
H 5.320 3.877 -2.445  0.269
H 3.322 2.572 -1.777  0.459
H 2.332 5.542 1.114  0.459
H 4.341 6.851 0.464  0.346
H 2.013 3.286 2.728  0.383
H 3.244 2.022 2.768  0.430
C -2.037 1.170 4.543  -0.775
N -2.478 -0.138 3.868  0.227
C -3.984 -0.153 3.756  -0.750
N -4.461 0.991 3.049  0.101
C -3.995 2.207 3.721  -0.921
N -2.550 2.288 3.829  0.211
C -1.897 2.450 2.520  -0.730
P -2.216 1.050 1.334  0.770
C -1.830 -0.322 2.516  -1.200
C -4.060 0.981 1.628  -1.138
H -0.942 1.177 4.586  0.260
H -2.459 1.133 5.550  0.320
H -2.167 -0.908 4.459  0.369
H -4.379 -0.157 4.774  0.357
H -4.262 -1.073 3.242  0.371
H -4.424 2.227 4.727  0.318
H -4.361 3.070 3.165  0.399
H -0.825 2.572 2.665  0.131
H -2.242 3.379 2.062  0.423
H -0.758 -0.367 2.696  0.836
H -2.143 -1.275 2.089  0.299
H -4.456 0.080 1.154  0.435
H -4.536 1.834 1.140  0.453
C 0.045 -1.853 0.465  -1.470
Ge -0.143 -2.683 -1.193  2.284
C -0.350 -1.410 -2.683  -0.425
C -0.142 -1.784 -4.012  -0.188
C -0.294 -0.873 -5.050  -0.728
C -0.647 0.441 -4.772  -0.439
C -0.847 0.835 -3.456  -0.666
C -0.708 -0.087 -2.427  0.242
C -1.782 -3.825 -1.216  -0.506
C -2.432 -4.101 -0.014  -0.422
C -3.578 -4.886 0.030  -0.587
C -4.107 -5.407 -1.143  -0.344
C -3.480 -5.139 -2.353  -0.692
C -2.330 -4.360 -2.382  0.163
C 1.243 -3.942 -1.889  -0.421
C 1.048 -5.318 -1.998  -0.143
C 2.060 -6.161 -2.447  -0.612
C 3.294 -5.637 -2.804  -0.350
C 3.509 -4.268 -2.703  -0.603
C 2.495 -3.438 -2.248  -0.332
H 0.319 -2.573 1.247  0.899
H 0.164 -2.801 -4.241  0.318
H -0.125 -1.186 -6.074  0.376
H -0.751 1.159 -5.578  0.351
H -1.087 1.864 -3.222  0.384
H -0.862 0.236 -1.404  -0.067
H -2.021 -3.674 0.897  0.227
H -4.060 -5.094 0.980  0.376
H -5.003 -6.016 -1.116  0.351
H -3.889 -5.538 -3.274  0.373
H -1.853 -4.162 -3.337  0.295
H 0.087 -5.744 -1.730  0.301
H 1.883 -7.228 -2.521  0.368
H 4.084 -6.290 -3.157  0.350
H 4.470 -3.849 -2.978  0.359
H 2.679 -2.371 -2.164  0.356

***

2 | Formula: C34H38CdGeN4O4PS
Source: the Open Molecules 2025 dataset
Level of theory: ωB97M-V/def2-TZVPD

HOMO-LUMO gap (eV): 4.56
Net charge: -1
Highest occupied orbital energy (Eh): -0.1136

Last column: Mulliken charge in e.
Element x y z (Å)
Cd -4.280 0.132 -0.848  0.002
C 3.571 1.392 3.457  -1.684
C 2.093 1.213 3.229  0.999
C 1.245 0.815 4.256  -0.839
C -0.115 0.630 4.037  -0.498
C -0.656 0.854 2.780  -0.223
C 0.182 1.267 1.754  0.455
C 1.540 1.439 1.970  -0.662
S -2.425 0.590 2.489  1.088
O -2.857 -0.006 3.744  -0.849
O -2.949 1.935 2.227  -0.684
N -2.592 -0.273 1.224  -0.059
C -1.808 -1.501 1.085  -1.923
C -1.837 -1.305 -1.427  -0.565
O -2.667 -2.226 -1.558  -0.756
O -1.700 -0.303 -2.190  -0.687
H 3.893 0.884 4.367  0.387
H 3.830 2.449 3.556  0.344
H 4.143 0.990 2.620  0.291
H 1.658 0.627 5.242  0.413
H -0.772 0.290 4.827  0.551
H -0.235 1.431 0.769  -0.343
H 2.184 1.719 1.143  0.326
H -2.480 -2.348 0.920  0.378
H -1.209 -1.735 1.973  0.670
C -1.285 4.726 -2.686  -0.732
N -2.509 3.895 -3.064  0.173
C -3.756 4.595 -2.515  -0.874
N -3.642 4.859 -1.128  0.160
C -2.436 5.626 -0.847  -0.883
N -1.220 4.949 -1.288  0.191
C -0.994 3.694 -0.532  -1.391
P -2.348 2.395 -0.671  1.793
C -2.389 2.491 -2.530  -1.354
C -3.704 3.620 -0.325  -1.475
H -1.381 5.672 -3.224  0.340
H -0.416 4.173 -3.042  0.389
H -2.582 3.863 -4.080  0.342
H -4.595 3.929 -2.718  0.446
H -3.849 5.523 -3.086  0.344
H -2.374 5.794 0.227  0.398
H -2.501 6.592 -1.358  0.294
H -0.879 3.937 0.526  0.420
H -0.046 3.263 -0.866  0.483
H -3.222 1.898 -2.907  0.536
H -1.468 2.053 -2.917  0.420
H -3.627 3.871 0.734  0.371
H -4.667 3.132 -0.482  0.551
C -0.944 -1.334 -0.174  4.738
Ge 0.637 -2.478 -0.340  1.977
C 2.063 -1.201 -0.819  -0.289
C 3.350 -1.263 -0.290  -0.167
C 4.311 -0.314 -0.622  -0.626
C 3.994 0.718 -1.494  -0.495
C 2.714 0.792 -2.031  -0.665
C 1.757 -0.156 -1.695  -0.179
C 1.157 -3.251 1.383  -0.328
C 1.089 -4.620 1.632  -0.637
C 1.372 -5.131 2.892  -0.676
C 1.720 -4.276 3.927  -0.544
C 1.785 -2.908 3.698  -0.753
C 1.505 -2.402 2.436  0.013
C 0.702 -3.918 -1.666  -0.205
C 1.907 -4.613 -1.794  -0.307
C 2.057 -5.623 -2.732  -0.673
C 0.995 -5.952 -3.565  -0.409
C -0.207 -5.270 -3.448  -0.717
C -0.359 -4.260 -2.504  -0.423
H -0.479 -0.352 -0.123  -2.564
H 3.607 -2.054 0.407  0.328
H 5.305 -0.378 -0.196  0.403
H 4.739 1.460 -1.754  0.372
H 2.462 1.595 -2.715  0.398
H 0.751 -0.076 -2.103  0.317
H 0.813 -5.297 0.831  0.375
H 1.313 -6.199 3.068  0.379
H 1.930 -4.672 4.913  0.364
H 2.037 -2.229 4.504  0.432
H 1.547 -1.330 2.277  0.557
H 2.744 -4.362 -1.150  0.377
H 2.999 -6.152 -2.816  0.374
H 1.107 -6.738 -4.303  0.364
H -1.038 -5.525 -4.094  0.406
H -1.307 -3.742 -2.409  0.407

***

Ranking the structures above by energy, 2 is first and the second is 0.423 eV behind.